41
Properties=species:S:1:pos:R:3 method="wB97M-V/def2-TZVPD" lumo_ev="-3.300 / -8.275" total_charge=+1 multiplicity=2 total_energy_ev=-22471.783 e_homo_ev="-14.2 / -14.2" homo_lumo_gap_ev="10.86 / 5.88" molar_mass_g_mol=225.28 relative_energy_kcal_mol=99.1
C 0.6539 -1.0310 -0.2626
H -3.2426 3.0132 0.2427
H -0.5808 -4.3545 0.9691
H -0.3490 -0.3097 -2.5245
O -1.8023 -1.7416 1.4615
H -0.2911 1.1886 -3.4844
H -0.0974 0.6392 0.8896
H 1.6306 4.6626 -0.1741
O 0.1101 -4.2844 0.3004
N -1.7152 -0.2265 -0.1124
H 4.5852 -1.9564 0.8779
H -2.2535 0.1300 1.9754
H 1.2962 -0.5892 2.9621
H 0.4556 -1.5360 -1.2456
H -3.4730 -0.6583 0.9633
H -3.2295 2.0565 1.5707
C -2.4130 -0.5068 1.1173
H 0.3728 -3.3369 0.3846
H 3.5429 -2.8789 1.5944
H -0.2148 2.9197 0.3012
C -0.6202 2.5621 -0.6559
H 2.8059 -2.4780 -3.4225
H -1.9070 -0.9915 -0.7622
O -3.4131 2.9033 1.1736
C -0.5040 0.8026 -2.4929
O 0.5555 -1.0555 3.3485
C -0.3292 0.1021 -0.0757
H 1.9310 -1.5820 -2.4539
O 3.7160 -1.9771 1.2846
H 0.6982 -1.6421 0.6052
H 1.6453 -0.6021 -0.3122
O 2.4461 4.2518 0.0898
H -1.7651 2.3427 -0.4717
H -1.5747 1.0644 -2.5175
H -0.2775 -0.7019 3.0465
H -0.5362 3.4846 -1.2307
C 0.0457 1.3023 -1.1281
H 1.1145 1.3068 -1.2909
H -2.3935 -2.5210 1.4456
O 2.7744 -1.6521 -2.9393
H 2.6029 3.8809 0.9532

20
Properties=species:S:1:pos:R:3 method="wB97M-V/def2-TZVPD" lumo_ev="-1.043 / -1.044" total_charge=0 multiplicity=1 total_energy_ev=-11411.187 e_homo_ev="-9.4 / -9.4" homo_lumo_gap_ev="8.39 / 8.39" molar_mass_g_mol=120.15 relative_energy_kcal_mol=185.2
C -2.0160 -1.0764 0.5532
C 1.7645 -0.9278 1.3884
H 1.9943 -1.9542 1.7200
N -0.2646 2.0027 0.0914
H -1.7716 -1.8199 1.3074
H 1.4582 -0.7016 -1.0780
N -0.4520 0.3112 -1.6670
H 1.7932 -1.1763 -0.2109
O -0.8704 -0.2525 0.4316
H 1.0970 0.2477 -2.9589
O 0.8574 -0.3794 2.0890
H 1.2526 1.4465 -1.7727
H -2.8744 -0.4856 0.8759
C 0.8452 0.4370 -1.9192
H -2.2187 -1.5642 -0.4086
H -2.0100 1.1481 -0.6392
C -0.9573 0.8869 -0.4701
H 2.6665 -0.2901 1.2828
H 0.5541 1.6878 0.6032
H -0.8479 2.4599 0.7817

61
Properties=species:S:1:pos:R:3 method="wB97M-V/def2-TZVPD" lumo_ev="-4.497 / -4.242" total_charge=+1 multiplicity=2 total_energy_ev=-169131.650 e_homo_ev="-12.2 / -12.2" homo_lumo_gap_ev="7.71 / 7.97" molar_mass_g_mol=721.47
O 19.9998 -5.8804 -0.5028
V 20.8199 -6.6459 0.6104
C 21.8163 -7.1334 5.9033
Cl 17.8796 -10.9856 4.0107
H 18.3939 -7.7931 4.1547
C 21.0801 -10.5885 -1.4672
H 21.5596 -4.1298 5.1235
C 18.1466 -6.7428 3.9500
Cl 16.1357 -2.3627 3.1041
H 24.4807 -5.3211 6.8150
H 23.8548 -7.1906 5.2876
C 18.3134 -10.5982 2.3479
C 20.9116 -6.5826 6.7847
Cl 15.6108 -7.8723 7.8103
H 18.8756 -6.1071 4.4494
H 19.4424 -11.8039 -2.2367
H 20.6886 -5.1555 8.3972
C 22.4151 -2.8451 2.0951
H 17.0800 -9.0193 6.4080
C 16.8385 -7.1253 1.8160
N 20.3864 -8.5994 -0.3345
H 22.0730 -3.9408 0.2641
H 19.8464 -6.7836 6.7772
H 22.7976 -1.9352 1.6592
C 21.3454 -5.5839 7.6496
H 18.3353 -9.5198 2.2477
O 19.2538 -6.9113 1.8147
N 21.4865 -5.0293 1.8860
Cl 19.8763 -11.3131 1.9444
C 21.3420 -9.4438 -0.7424
H 17.1409 -6.6333 4.3637
H 21.5286 -7.8617 5.1522
H 21.9163 -11.2238 -1.7229
C 21.6352 -4.0363 4.0492
Cl 15.5987 -10.6874 7.1085
C 18.7824 -9.9993 -1.3449
C 22.0713 -3.9501 1.3486
C 16.0102 -9.0496 6.5632
H 22.5249 -2.0914 4.0860
H 17.9508 -5.4123 2.3230
C 23.4564 -5.6811 6.8139
C 21.2409 -5.0453 3.2053
H 15.9160 -6.6457 2.1406
C 17.8617 -2.6672 2.9531
H 18.0936 -3.5575 3.5236
C 19.7576 -10.9212 -1.6970
H 16.7715 -8.1830 2.0915
H 18.3877 -8.1495 -0.3014
Cl 15.1951 -8.7148 5.0436
H 20.7961 -5.9630 3.5632
N 22.5899 -5.1135 7.6355
Cl 18.8141 -1.3507 3.6253
C 22.2745 -2.9479 3.4696
C 23.1369 -6.7070 5.9347
Cl 17.0561 -11.1956 1.2474
C 19.1146 -8.8850 -0.6129
H 17.7489 -10.2233 -1.5646
H 16.9070 -7.0483 0.7310
C 18.0767 -6.5001 2.4449
H 22.3589 -9.1300 -0.5340
Cl 18.2922 -2.9496 1.2574

79
Properties=species:S:1:pos:R:3 method="wB97M-V/def2-TZVPD" lumo_ev=3.600 total_charge=-2 multiplicity=1 total_energy_ev=-140884.489 e_homo_ev=-2.8 homo_lumo_gap_ev=6.38 molar_mass_g_mol=880.51 relative_energy_kcal_mol=46.8
O -1.0811 2.6113 1.9113
C 1.9813 0.3389 -3.0643
C 3.9275 -4.5621 2.9632
H 2.3684 0.3363 1.0656
N 4.1357 -2.7063 -0.2431
C 3.7417 1.7115 1.0435
H 1.2823 2.1542 3.7579
C 1.8418 -3.4919 2.3217
C 4.5811 -4.1022 1.8319
C -2.6292 -3.5498 -2.1568
O 3.0102 4.4270 -0.7806
C 0.9732 2.9815 3.1138
C 3.8380 -3.3253 0.9515
C 1.9660 3.8268 -0.4512
H -4.4724 -2.3303 3.4271
O -1.5779 0.7832 -2.6033
C -0.5798 2.8916 3.0292
C -0.9243 -2.0458 -1.4840
H -4.2443 -0.4957 5.0738
O -1.1581 3.0821 4.1186
O 1.2678 3.0430 -1.1501
C -3.1369 3.8487 -4.9457
S 3.3093 -0.1219 -4.0905
H 2.1124 -4.6284 4.1099
C -2.3620 -2.8208 0.0987
H -2.5476 4.7292 -5.1734
H -6.0224 2.3070 -5.8089
C 2.9295 -1.2444 -1.8590
H 0.3784 4.2252 0.9679
C 3.7804 -1.2823 -2.9216
C -1.5601 -2.7354 -2.5032
N 1.9934 -2.2299 0.1637
C -2.4150 0.2394 4.2112
H 4.4708 -5.1683 3.6783
H -1.7234 3.0558 -3.5280
C -3.6188 -1.6611 3.3945
O -3.6328 0.3659 -1.7934
H 3.3113 2.2877 3.0480
N 1.7009 2.8856 1.8539
C -1.4876 -0.0090 3.2152
N 1.9246 -0.3208 -1.9652
H -0.6251 0.6354 3.0930
H -3.1613 -4.1151 -2.9133
C 2.9900 -2.0549 -0.6468
C -3.4164 1.7878 -3.6858
C -5.0866 2.4986 -5.3004
C 1.4537 4.0488 1.0018
C -2.6796 2.9248 -4.0204
H -3.7701 -3.2000 1.4901
N -1.5884 -1.0030 2.3335
Cs -0.7623 1.6433 -0.3591
N -2.8713 -2.7602 1.4038
C -2.6520 -1.7883 2.3856
H 3.5138 2.0336 0.0253
C 2.4838 -3.0232 1.1789
H 1.3005 1.1385 -3.3312
H -0.0773 -1.3998 -1.6726
H 4.8286 1.7107 1.1651
C -3.4908 -0.6326 4.3068
Br -5.6932 0.0408 -4.0875
N -1.3018 -2.1058 -0.2111
H 5.6250 -4.3324 1.6533
H 1.2067 3.9145 3.6548
C 3.1353 2.6845 2.0441
H 0.8030 -3.2343 2.4920
H -3.9062 -4.1957 -0.5492
H 4.6284 -1.9264 -3.0959
O 3.3161 0.3658 1.2525
C -4.6229 1.5941 -4.3532
H -2.3123 1.1012 4.8554
H 3.6812 3.6374 1.9547
H 1.9499 4.9431 1.4150
H 5.0482 -2.5951 -0.6439
H -4.7166 4.3463 -6.3192
C -4.3477 3.6356 -5.5886
C 2.5788 -4.2604 3.2042
C -3.0444 -3.6047 -0.8402
H -1.2434 -2.6224 -3.5312
C -2.8261 0.8694 -2.5887